Density functional theory data (ωB97M-V/def2-TZVPD) for a structure of composition C28H20Cl5FN6O11W in a non-equilibrium geometry.

Structure (XYZ):
```
72
Properties=species:S:1:pos:R:3:lowdin_charge:R:1
W -2.70 -0.72 -2.14 1.94
Cl 0.01 -2.10 -2.84 0.82
Cl 0.76 -0.40 1.35 0.97
Cl 4.58 0.40 -1.39 0.70
Cl 3.18 -2.30 -2.17 0.74
Cl 2.74 2.72 0.07 0.75
F 3.39 -3.12 1.78 0.14
O -2.89 0.33 -3.74 -0.17
O -4.55 1.40 0.81 0.20
O -3.39 2.32 -7.38 0.12
O -2.10 1.95 -5.69 0.12
O -7.71 0.41 -7.66 0.12
O -2.25 -1.70 -0.55 -0.19
O -8.33 -1.14 -6.28 0.11
O -3.28 -2.20 -3.17 -0.15
O -1.06 0.38 -1.73 -0.17
O -3.80 0.35 -1.01 -0.15
O -5.14 -1.77 -1.98 0.02
N -4.48 -1.48 -3.01 -0.38
N 7.09 0.67 3.19 0.08
N -7.54 -0.32 -6.71 -0.35
N 4.45 -0.31 2.83 -0.07
N -3.11 1.79 -6.33 -0.33
N -1.22 0.34 3.20 -0.04
C -0.12 0.10 2.58 -0.11
C 2.11 0.03 2.09 -0.28
C -5.29 0.64 -6.50 0.11
C 4.68 0.85 3.67 -0.10
C 0.86 -1.05 -1.76 -0.60
C 5.91 1.60 3.19 -0.07
C 6.81 -0.52 2.31 -0.07
C 0.04 -0.02 -1.13 -0.29
C -2.33 0.72 2.28 0.07
C -0.51 -0.82 0.54 -0.25
C 2.21 -1.02 -1.57 -0.68
C -6.07 -0.95 -4.84 0.12
C -4.11 0.83 -5.80 -0.02
C -4.87 -0.78 -4.19 -0.09
C -1.79 -1.09 0.53 -0.27
C 5.57 -1.24 2.79 -0.10
C 1.01 0.48 0.09 -0.37
C -3.90 0.15 -4.60 -0.19
C 1.37 -1.95 1.37 -0.07
C -1.74 1.63 5.24 -0.05
C -3.74 0.68 0.31 -0.44
C -1.45 0.26 4.66 -0.15
C 3.23 -0.65 2.34 -0.12
C -2.57 0.11 1.12 0.02
C 2.68 -2.02 1.81 -0.14
C 2.21 1.16 -0.35 -0.72
C -6.25 -0.21 -6.00 -0.09
C 2.89 0.23 -1.07 -0.67
H -0.95 2.33 4.96 0.09
H 7.92 1.16 2.87 0.19
H 3.82 1.52 3.64 0.13
H 4.81 0.52 4.71 0.15
H 0.88 -2.86 1.04 0.15
H 5.36 -2.04 2.08 0.14
H 7.27 0.36 4.15 0.19
H 6.66 -0.14 1.30 0.13
H 5.77 1.95 2.17 0.14
H 7.67 -1.18 2.33 0.15
H 5.73 -1.69 3.78 0.15
H 2.07 0.94 2.82 0.16
H -2.29 -0.44 4.79 0.14
H -2.70 2.02 4.89 0.08
H -1.78 1.55 6.32 0.09
H -2.97 1.53 2.63 0.14
H 6.11 2.45 3.84 0.15
H -5.46 1.18 -7.42 0.15
H -0.55 -0.18 5.07 0.13
H -6.83 -1.64 -4.50 0.15
```

Properties
* total charge: +2
* calculated total energy: -127931.200 eV
* maximum force: 10.54 eV Å⁻¹
* ΔE to the lowest compared entry with this formula, charge and spin: 619.12 kcal per mole
* HOMO level (alpha / beta): -0.4751 / -0.4734 hartree
* multiplicity: 1


Density functional theory data (ωB97M-V/def2-TZVPD) for a structure of composition C28H20GaN6O9S in a non-equilibrium geometry.

Structure (XYZ):
```
65
Properties=species:S:1:pos:R:3:nbo_charge:R:1
Ga -1.61 0.04 0.02 1.93
S -1.10 -3.13 0.06 -0.23
O 0.28 3.82 -0.01 -0.36
O -4.88 7.07 -0.06 -0.41
O -6.44 5.60 -0.05 -0.40
O -0.39 5.85 -0.05 -0.43
O -1.50 -0.34 1.82 -0.84
O -3.46 0.11 -0.08 -0.84
O -5.49 0.95 0.00 -0.64
O -1.42 -0.37 -1.85 -0.78
O -1.43 1.94 -0.03 -0.77
N 0.83 -0.23 -1.43 -0.44
N 0.41 -0.08 -0.15 -0.40
N -5.27 5.92 -0.05 0.53
N 1.17 -3.27 -1.23 -0.78
N -0.61 4.64 -0.03 0.53
N 1.28 -3.19 1.12 -0.62
C 0.56 -3.14 -0.03 0.31
C -4.67 3.53 -0.04 -0.08
C -0.20 -0.43 -2.22 0.56
C 0.04 -0.81 -3.63 -0.05
C 0.34 -1.59 -6.29 -0.21
C 4.83 -2.10 1.08 -0.18
C 5.19 -2.41 2.38 -0.25
C -3.74 2.52 -0.04 -0.27
C 4.26 -2.99 3.22 -0.19
C -1.98 4.22 -0.04 -0.12
C -1.03 -1.35 -4.34 -0.20
C 2.99 -3.27 2.76 -0.25
C -4.29 4.88 -0.04 -0.08
C -0.46 -0.32 2.62 0.48
C 0.87 -0.06 2.20 -0.26
C -0.88 -1.74 -5.66 -0.21
C 2.61 -2.96 1.46 0.25
C 1.90 -0.07 3.16 -0.14
C -4.29 1.10 -0.03 0.80
C 1.41 -1.03 -5.59 -0.23
C -2.94 5.21 -0.04 -0.10
C -2.34 2.83 -0.04 0.53
C 1.27 -0.65 -4.27 -0.19
C 0.33 -0.59 4.90 -0.18
C 1.23 0.09 0.82 0.16
C 3.55 -2.37 0.62 -0.30
C -0.69 -0.57 3.99 -0.30
C 1.64 -0.35 4.48 -0.29
H -1.72 -2.15 -6.20 0.21
H 0.47 -1.89 -7.32 0.21
H -1.72 -0.74 4.28 0.22
H 0.12 -0.79 5.94 0.21
H 6.18 -2.17 2.74 0.21
H 2.27 -3.72 3.43 0.22
H -2.64 6.25 -0.04 0.27
H 4.52 -3.21 4.25 0.21
H 3.29 -2.05 -0.38 0.21
H -5.72 3.27 -0.03 0.27
H 2.15 -3.08 -1.34 0.39
H 0.59 -3.12 -2.03 0.42
H 2.36 -0.89 -6.10 0.21
H 2.45 -0.39 5.20 0.20
H 2.09 -0.22 -3.73 0.23
H -1.98 -1.46 -3.84 0.25
H 2.29 0.27 0.59 0.19
H 5.54 -1.64 0.41 0.21
H 2.91 0.11 2.83 0.21
H 0.67 -3.30 1.93 0.43
```

Properties
* total charge: -1
* calculated total energy: -119941.710 eV
* maximum force: 1.18 eV Å⁻¹
* ΔE to the lowest compared entry with this formula, charge and spin: 0.00 kcal per mole
* HOMO level: -0.2026 hartree
* multiplicity: 1


Density functional theory data (ωB97M-V/def2-TZVPD) for a structure of composition C28H20MoN3O4PSSe3Te.

Structure (XYZ):
```
62
Properties=species:S:1:pos:R:3:nbo_charge:R:1
Te 0.89 4.80 0.41 0.32
Mo 0.29 1.26 -0.86 0.14
Se 1.58 2.49 -2.44 0.15
Se 1.18 4.79 -2.08 -0.10
Se -0.87 3.02 0.39 -0.25
S -6.69 -2.15 -0.09 2.46
P 2.01 0.81 0.91 1.20
O -7.04 -0.91 0.46 -0.77
O -5.97 -3.19 0.51 -0.78
O 0.75 -0.52 -2.30 -0.52
O -7.90 -2.75 -1.04 -0.56
N -7.66 -2.60 -3.41 -0.38
N -6.11 -1.91 -1.77 -0.57
N -1.64 0.38 -1.11 -0.42
C 4.10 2.64 0.63 -0.20
C 6.06 2.25 -0.70 -0.19
C -3.96 -0.79 -2.09 -0.01
C -3.42 -1.19 -0.87 -0.22
C -2.19 0.79 -2.26 0.06
C 1.62 1.76 5.37 -0.16
C -5.54 -1.53 -3.95 -0.29
C -5.18 -1.40 -2.62 0.31
C 2.88 1.66 4.79 -0.22
C 2.90 -3.15 1.61 -0.14
C -3.31 0.21 -2.82 -0.19
C 1.03 -0.59 -1.12 0.43
C -2.25 -0.60 -0.43 0.06
C 3.64 1.35 0.34 -0.38
C 2.75 -1.80 1.87 -0.21
C 5.30 3.08 0.12 -0.19
C 1.85 1.29 2.64 -0.44
C 4.41 0.52 -0.48 -0.22
C 0.48 1.62 4.59 -0.20
C 1.68 -1.58 -0.28 -0.23
C 1.85 -2.94 -0.55 -0.14
C 2.13 -1.01 0.91 -0.20
C 5.61 0.97 -1.00 -0.14
C 0.59 1.38 3.23 -0.18
C -6.76 -2.12 -4.30 0.19
C 2.47 -3.72 0.41 -0.18
C -7.26 -2.45 -2.20 0.71
C 3.00 1.42 3.43 -0.13
H -1.78 -0.91 0.50 0.24
H 5.65 4.08 0.35 0.23
H -7.02 -2.23 -5.34 0.25
H -0.50 1.70 5.05 0.23
H 3.51 3.29 1.27 0.23
H 3.38 -3.79 2.34 0.24
H 3.12 -1.37 2.79 0.24
H -0.31 1.30 2.64 0.22
H 1.54 1.95 6.43 0.24
H 6.20 0.32 -1.62 0.22
H 3.98 1.34 2.99 0.22
H -3.83 -1.99 -0.27 0.24
H 4.09 -0.49 -0.71 0.22
H -1.69 1.60 -2.78 0.25
H -4.88 -1.20 -4.74 0.27
H 1.51 -3.36 -1.49 0.24
H -3.68 0.59 -3.76 0.25
H 2.61 -4.78 0.24 0.24
H 3.77 1.76 5.39 0.24
H 6.99 2.61 -1.11 0.23
```

Properties
* total charge: +2
* calculated total energy: -267317.348 eV
* maximum force: 0.47 eV Å⁻¹
* HOMO level: -0.4460 hartree
* multiplicity: 1


Density functional theory data (ωB97M-V/def2-TZVPD) for a structure of composition C28H20N12O3S4Ti in a non-equilibrium geometry.

Structure (XYZ):
```
68
Properties=species:S:1:pos:R:3:lowdin_spin:R:1
Ti 0.41 0.73 0.28 0.06
S 2.64 2.66 0.09 0.11
S 0.26 -2.46 0.21 0.03
S -0.04 2.85 -1.02 0.01
S -2.13 0.43 -0.93 0.00
O 0.78 -2.52 -1.18 0.03
O -0.84 0.14 -1.54 0.00
O -2.92 1.45 -1.55 0.00
N -1.67 0.76 0.59 0.00
N -3.75 0.41 1.55 0.00
N 0.50 5.51 -3.64 0.00
N 2.90 -0.66 0.66 -0.04
N 0.41 1.87 1.98 0.10
N 2.67 -0.16 -3.34 0.02
N 4.50 4.72 -2.59 0.00
N -1.74 0.42 2.84 0.00
N 0.03 -1.12 0.79 -0.02
N 2.00 0.10 1.26 0.14
N -5.09 -4.73 -1.05 0.00
N 1.81 0.20 -1.21 0.01
C 1.17 4.94 -2.90 0.00
C 1.61 3.37 -1.08 0.01
C 3.40 4.53 -2.28 0.00
C 2.05 4.28 -2.04 0.00
C -3.09 -3.45 -1.45 0.00
C -2.41 0.53 1.67 0.00
C 1.17 1.34 2.99 0.07
C -3.84 0.13 3.91 0.00
C 3.71 -1.32 -1.51 0.00
C 5.55 -2.81 -1.95 0.00
C -0.47 3.48 3.50 0.08
C -2.45 0.22 3.92 0.00
C 2.05 0.34 2.57 0.16
C 1.77 0.38 -2.48 0.01
C -5.08 -2.34 -0.67 0.00
C 3.65 -1.04 -2.89 0.01
C 0.30 2.94 4.55 0.03
C -2.43 -2.24 -1.44 0.00
C 5.51 -2.49 -3.30 0.02
C 4.55 -1.61 -3.78 0.00
C -4.43 0.23 2.67 0.00
C 2.80 -0.61 -0.65 0.07
C -0.39 2.89 2.25 0.01
C 4.67 -2.22 -1.06 0.02
C -4.42 -3.52 -1.03 0.00
C 1.11 1.88 4.30 0.04
C -4.41 -1.14 -0.66 0.00
C -3.07 -1.10 -1.00 0.00
H -1.00 3.27 1.43 0.00
H -5.51 0.16 2.54 0.00
H -4.42 -0.02 4.81 0.00
H 1.71 1.43 5.08 0.00
H 6.21 -2.94 -3.99 0.00
H 2.61 0.03 -4.32 0.00
H -4.90 -0.22 -0.38 0.00
H -6.13 -2.38 -0.39 0.00
H -5.90 -4.80 -0.45 0.00
H 2.77 -0.15 3.21 0.01
H 0.25 3.39 5.53 0.00
H -1.88 0.13 4.84 0.00
H 4.50 -1.36 -4.83 0.00
H -2.59 -4.34 -1.78 0.00
H 1.01 1.02 -2.91 0.00
H -1.12 4.32 3.66 0.00
H 4.70 -2.45 -0.01 0.00
H -4.50 -5.55 -1.03 0.00
H -1.41 -2.17 -1.78 0.00
H 6.29 -3.51 -1.59 0.00
```

Properties
* total charge: -1
* calculated total energy: -119844.108 eV
* maximum force: 2.50 eV Å⁻¹
* HOMO level (alpha / beta): -0.1232 / -0.1662 hartree
* multiplicity: 2


Density functional theory data (ωB97M-V/def2-TZVPD) for a structure of composition C28H21BrN4O2Sn in a non-equilibrium geometry.

Structure (XYZ):
```
57
Properties=species:S:1:pos:R:3:nbo_charge:R:1
Sn 0.20 0.19 0.69 1.49
Br -0.31 -4.44 1.26 0.39
O 2.07 0.03 -0.35 -0.85
O 4.12 -0.71 -0.88 -0.51
N -1.35 1.23 -0.76 -0.88
N 0.74 2.48 0.16 -0.59
N -1.98 -1.27 0.52 -0.34
N 1.44 -2.65 0.19 -0.47
C 1.95 -5.01 -0.28 -0.12
C -0.34 3.27 -0.02 0.20
C -5.47 -4.46 0.78 -0.19
C 2.07 4.42 0.51 -0.25
C 1.17 -3.96 0.29 0.18
C 3.11 -4.66 -0.95 -0.20
C -4.83 1.56 2.17 -0.20
C 3.44 -3.32 -1.01 -0.02
C -3.22 -1.44 0.50 0.20
C -1.52 5.37 0.09 -0.16
C -0.30 4.66 0.16 -0.10
C -3.85 -2.78 0.23 -0.06
C -1.52 2.62 -0.39 0.08
C 0.97 5.23 0.42 -0.07
C -4.15 -0.28 0.77 -0.15
C -2.69 4.70 -0.13 -0.18
C -6.01 1.08 0.12 -0.22
C -5.18 0.00 -0.13 -0.15
C -3.31 -3.61 -0.75 -0.21
C 2.55 -2.34 -0.44 0.21
C -5.84 1.86 1.27 -0.18
C -4.94 -5.28 -0.20 -0.17
C -3.87 -4.86 -0.97 -0.21
C 1.91 3.03 0.40 0.11
C 2.95 -0.87 -0.58 0.74
C -2.69 3.30 -0.39 -0.18
C -3.97 0.49 1.92 -0.20
C -4.94 -3.19 0.99 -0.19
H -6.30 -4.79 1.39 0.24
H -6.50 2.69 1.46 0.24
H -3.46 -5.50 -1.75 0.23
H -3.63 5.24 -0.16 0.24
H -4.71 2.14 3.08 0.24
H 1.65 -6.04 -0.17 0.27
H -3.19 0.24 2.63 0.23
H -5.34 -0.62 -1.00 0.23
H -3.62 2.80 -0.64 0.24
H -6.82 1.31 -0.56 0.24
H 2.76 2.35 0.50 0.23
H -2.49 -3.25 -1.37 0.21
H 4.34 -2.96 -1.50 0.29
H 1.05 6.30 0.56 0.24
H -5.37 -2.54 1.75 0.23
H -1.52 6.45 0.22 0.24
H -0.77 1.20 -1.60 0.41
H -5.39 -6.25 -0.39 0.24
H -2.23 0.79 -0.98 0.43
H 3.05 4.83 0.71 0.25
H 3.74 -5.42 -1.39 0.27
```

Properties
* total charge: +2
* calculated total energy: -115290.052 eV
* maximum force: 1.16 eV Å⁻¹
* ΔE to the lowest compared entry with this formula, charge and spin: 83.92 kcal per mole
* HOMO level (alpha / beta): -0.5133 / -0.5139 hartree
* multiplicity: 1


Density functional theory data (ωB97M-V/def2-TZVPD) for a structure of composition C28H21N5RhS in a non-equilibrium geometry.

Structure (XYZ):
```
56
Properties=species:S:1:pos:R:3:nbo_charge:R:1
Rh -1.13 -0.21 0.57 0.63
S -1.66 -2.19 -0.12 0.11
N -2.46 1.41 0.82 -0.54
N 1.02 -4.40 -1.83 -0.31
N 0.68 -0.82 0.05 -0.21
N -0.02 -3.92 -1.21 -0.10
N 0.96 -1.89 -0.58 -0.17
C -3.02 2.12 -0.20 0.26
C -3.41 2.41 -2.56 -0.16
C -3.38 2.94 2.41 -0.26
C -2.63 1.80 2.08 0.26
C 3.18 -4.57 -2.82 -0.24
C 2.66 2.02 1.37 -0.19
C -3.96 3.66 1.41 -0.07
C -4.18 3.57 -2.30 -0.20
C 1.78 0.06 0.30 0.16
C -3.80 3.27 0.06 -0.14
C -0.68 -0.88 4.75 -0.17
C 3.02 -0.18 -0.31 -0.23
C -1.39 0.19 5.28 -0.20
C 4.21 -4.08 -3.60 -0.19
C -0.60 -1.05 3.37 -0.25
C -1.23 -0.14 2.53 -0.06
C 1.93 -2.53 -3.16 -0.25
C -4.37 3.98 -1.01 -0.15
C 2.05 -3.79 -2.58 0.17
C 1.60 1.15 1.14 -0.24
C 3.89 1.79 0.78 -0.18
C -1.96 0.93 3.06 -0.09
C 4.06 0.69 -0.06 -0.18
C -2.84 1.70 -1.54 -0.24
C -0.10 -2.71 -0.73 0.04
C 2.96 -2.05 -3.95 -0.19
C 4.11 -2.81 -4.16 -0.20
C -2.03 1.09 4.44 -0.18
H -4.62 4.11 -3.12 0.23
H 1.04 -1.94 -3.03 0.22
H -4.55 4.54 1.63 0.23
H -0.19 -1.58 5.40 0.23
H 0.96 -5.40 -1.93 0.40
H -3.26 2.09 -3.58 0.23
H -2.59 1.91 4.88 0.22
H 5.02 0.51 -0.52 0.23
H 3.25 -5.56 -2.38 0.22
H 2.87 -1.08 -4.40 0.23
H -0.04 -1.88 2.96 0.23
H -1.45 0.32 6.35 0.23
H -3.50 3.23 3.45 0.24
H 4.71 2.46 0.97 0.23
H 4.91 -2.42 -4.77 0.23
H 0.66 1.33 1.64 0.22
H 5.08 -4.69 -3.77 0.23
H 3.15 -1.02 -0.96 0.25
H -2.26 0.81 -1.75 0.22
H -4.96 4.86 -0.80 0.23
H 2.52 2.86 2.03 0.23
```

Properties
* total charge: +1
* calculated total energy: -50663.549 eV
* maximum force: 1.34 eV Å⁻¹
* ΔE to the lowest compared entry with this formula, charge and spin: 0.00 kcal per mole
* HOMO level (alpha / beta): -0.3863 / -0.3852 hartree
* multiplicity: 1


Density functional theory data (ωB97M-V/def2-TZVPD) for a structure of composition C28H22Cl6InN5OPSe2Te2 in a non-equilibrium geometry.

Structure (XYZ):
```
68
Properties=species:S:1:pos:R:3:nbo_charge:R:1
Te 4.01 2.74 -2.28 0.05
Te 1.99 1.39 -3.48 0.08
In 1.59 0.74 0.26 1.34
Se 1.66 -0.67 -2.00 -0.59
Se 2.71 3.09 -0.16 -0.51
Cl -4.51 0.75 3.25 0.04
Cl -0.65 -2.17 0.72 -0.01
Cl -3.26 -2.07 2.56 0.04
Cl -3.29 3.27 2.21 0.05
Cl -0.47 3.29 0.89 0.04
Cl -0.67 -1.17 7.00 -0.05
P -1.80 1.73 -1.86 0.77
O 1.78 1.54 2.39 -0.75
N 2.52 -1.01 1.44 -0.58
N -3.78 -0.21 -2.30 -0.47
N -4.50 2.07 -2.42 -0.49
N 4.75 -0.47 0.05 -0.41
N -3.19 1.17 -4.25 -0.48
C -0.38 0.91 5.21 -0.21
C -3.35 2.69 -1.65 -0.57
C 4.92 -2.72 -0.85 -0.09
C -3.62 -0.11 -3.73 -0.07
C 2.03 -1.34 2.65 0.21
C 5.76 -0.12 -0.76 0.07
C 0.83 -1.12 4.68 -0.17
C 4.26 -1.72 -0.01 0.14
C 3.30 -4.33 -0.17 -0.22
C -3.05 0.61 2.34 -0.08
C -4.21 2.13 -3.88 -0.07
C 2.68 -3.39 0.67 -0.25
C 3.13 -2.08 0.75 0.21
C -0.55 0.56 0.96 -0.43
C 6.42 -1.01 -1.59 -0.27
C 6.00 -2.31 -1.58 -0.13
C -1.19 1.75 1.35 0.06
C -2.44 -0.62 2.09 -0.10
C 4.45 -4.05 -0.85 -0.18
C 0.25 1.59 4.19 -0.28
C -2.43 1.82 1.97 -0.17
C 1.32 -0.46 3.56 -0.21
C -4.79 0.78 -2.00 -0.06
C -1.20 -0.59 1.35 -0.07
C -2.57 0.01 -1.51 -0.50
C 1.21 0.92 3.34 0.41
C -1.94 1.52 -3.66 -0.56
C -0.02 -0.41 5.53 -0.09
H -2.76 -0.06 -0.48 0.21
H 6.02 0.94 -0.68 0.21
H -1.21 0.69 -3.94 0.23
H 4.97 -4.77 -1.53 0.21
H -4.99 0.76 -0.89 0.20
H 2.87 -5.32 -0.15 0.21
H -3.17 3.80 -1.84 0.23
H 7.32 -0.73 -2.07 0.21
H -5.17 1.95 -4.43 0.19
H -3.74 2.73 -0.56 0.23
H 2.18 -2.40 2.97 0.18
H 0.08 2.75 4.12 0.23
H 1.79 -3.71 1.24 0.22
H -1.03 1.48 5.86 0.22
H 6.54 -3.08 -2.13 0.20
H -2.91 -0.88 -4.15 0.20
H 1.09 -2.17 4.79 0.22
H -1.78 -0.65 -1.63 0.23
H -5.71 0.46 -2.51 0.19
H -4.64 -0.30 -4.11 0.18
H -1.55 2.47 -4.11 0.22
H -3.89 3.14 -4.20 0.20
```

Properties
* total charge: -1
* calculated total energy: -273771.042 eV
* maximum force: 4.47 eV Å⁻¹
* ΔE to the lowest compared entry with this formula, charge and spin: 22.96 kcal per mole
* HOMO level: -0.1714 hartree
* multiplicity: 1